207
Properties=species:S:1:pos:R:3:forces:R:3:lowdin_charge:R:1 method="wB97M-V/def2-TZVPD" mol_weight_g_mol=1059.59 homo_energy_ha=-0.352 de_lowest_kcal_mol=137.4 total_charge=0 fmax_ev_per_a=4.1 lumo_energy_ev=0.2 e_tot_ha=-3565.48771
C -0.267 11.597 -21.066 -0.2 -0.4 -0.1 -0.090
C 0.338 10.244 -21.340 -0.2 0.2 -0.8 -0.360
O 0.910 9.734 -20.158 0.1 0.5 -0.3 -0.079
H 0.536 12.133 -20.560 -0.6 0.4 0.5 0.080
H -1.204 11.419 -20.539 0.3 0.5 0.7 0.068
H -0.556 12.148 -21.960 0.3 -0.1 -0.2 0.071
H 1.062 10.394 -22.141 0.5 -0.3 0.0 0.102
H -0.418 9.568 -21.741 -0.2 -0.2 0.0 0.108
H 0.780 8.783 -20.156 0.0 -0.3 0.5 0.013
C -0.797 4.848 -13.467 -0.4 -1.3 1.6 -0.060
C -2.121 5.465 -13.826 0.6 0.7 1.2 -0.325
O -2.233 5.434 -15.191 0.5 -0.2 -1.4 -0.089
H -0.537 4.886 -12.409 -0.1 0.7 0.1 0.073
H 0.088 5.192 -14.002 -0.3 0.2 -0.3 0.079
H -0.974 3.773 -13.517 0.5 -0.3 -0.8 0.078
H -2.183 6.495 -13.473 0.0 0.3 0.2 0.093
H -2.987 4.946 -13.416 0.2 -0.3 0.6 0.120
H -3.172 5.557 -15.352 -0.7 0.3 -0.9 0.029
C 8.084 1.917 -16.193 -0.8 0.0 0.8 -0.061
C 6.581 1.670 -16.059 0.5 1.4 1.6 -0.296
O 5.826 2.401 -16.989 -0.8 -0.9 -2.0 -0.104
H 8.545 1.233 -15.480 0.4 0.0 -0.2 0.075
H 8.158 2.915 -15.759 0.8 0.2 -0.5 0.074
H 8.510 1.837 -17.193 -0.1 0.0 0.1 0.066
H 6.284 2.219 -15.165 0.4 -0.8 0.9 0.103
H 6.331 0.625 -15.876 -0.5 0.0 -0.9 0.118
H 5.602 3.264 -16.634 0.1 0.2 0.2 0.075
C -0.693 -0.730 -13.200 0.5 -0.6 0.6 -0.082
C -0.445 -1.717 -14.270 -0.7 -0.4 -2.2 -0.301
O -0.036 -1.032 -15.503 -0.3 -0.9 0.9 -0.099
H -1.154 -1.291 -12.386 0.1 0.4 0.4 0.088
H -1.326 0.113 -13.475 0.2 -0.1 -0.1 0.071
H 0.334 -0.453 -12.959 -0.4 0.8 0.8 0.059
H -1.325 -2.314 -14.511 -0.3 0.3 -0.4 0.107
H 0.255 -2.503 -13.987 0.5 0.3 0.1 0.113
H 0.833 -0.670 -15.313 0.2 0.1 -0.2 0.049
C -0.293 5.237 -21.179 -0.4 0.8 0.2 -0.067
C 0.738 6.371 -20.905 -0.5 -2.2 0.7 -0.256
O 0.351 7.113 -19.735 0.3 0.2 -1.2 -0.096
H -1.205 5.760 -21.464 -0.1 -0.3 -0.7 0.071
H -0.648 4.651 -20.331 0.6 0.3 0.7 0.045
H 0.047 4.462 -21.866 0.0 0.5 -0.5 0.071
H 0.832 7.000 -21.790 -0.3 0.4 0.4 0.112
H 1.704 5.880 -20.791 0.3 0.3 0.4 0.107
H 0.307 6.540 -18.966 0.0 -0.3 0.2 0.072
C 2.434 4.094 -10.472 1.1 -0.7 -0.2 -0.075
C 1.810 2.678 -10.370 -0.4 1.5 0.1 -0.277
O 0.581 2.742 -11.123 0.3 -1.0 1.2 -0.104
H 2.757 4.293 -11.494 -0.4 0.0 -0.3 0.051
H 3.382 4.179 -9.941 0.0 -0.1 0.5 0.066
H 1.781 4.909 -10.160 -0.2 -0.4 0.1 0.057
H 1.647 2.416 -9.325 -0.8 0.4 0.1 0.100
H 2.465 1.848 -10.637 0.2 0.2 -0.9 0.093
H 0.857 2.764 -12.042 0.1 0.2 -0.5 0.012
C -4.279 4.431 -18.724 -0.2 -1.0 0.0 -0.053
C -5.675 3.992 -18.339 -0.6 0.2 -0.1 -0.273
O -6.374 5.132 -17.818 -0.3 0.3 0.2 -0.103
H -4.369 5.446 -19.110 0.5 0.0 0.3 0.087
H -3.838 3.789 -19.487 -0.1 0.0 -0.2 0.069
H -3.659 4.277 -17.841 0.3 0.9 -0.1 0.051
H -5.717 3.244 -17.547 0.2 -0.2 -0.2 0.101
H -6.291 3.642 -19.167 0.3 -0.4 -0.2 0.106
H -7.050 5.350 -18.464 -0.1 0.3 0.3 0.093
C 1.441 -0.274 -21.932 1.3 0.7 0.3 -0.092
C 1.003 0.214 -23.280 -0.5 -0.2 0.2 -0.324
O 2.028 0.231 -24.276 -0.4 0.2 0.4 -0.062
H 1.791 -1.306 -21.958 -0.3 -0.1 0.3 0.086
H 0.706 -0.043 -21.161 -0.3 -0.6 -0.2 0.055
H 2.278 0.359 -21.636 0.4 -0.1 0.0 0.071
H 0.646 1.229 -23.103 0.0 0.1 -0.7 0.113
H 0.160 -0.418 -23.557 -0.2 0.2 -0.6 0.098
H 2.351 -0.667 -24.375 0.1 -0.1 0.0 0.078
C -6.260 1.919 -23.698 -0.9 1.3 0.2 -0.085
C -5.749 2.790 -22.547 0.0 -2.8 1.0 -0.246
O -4.700 1.954 -21.919 0.2 1.8 -0.2 -0.121
H -7.273 2.275 -23.884 0.0 0.5 -1.0 0.069
H -6.515 0.899 -23.411 0.8 -0.1 0.3 0.079
H -5.578 1.965 -24.548 -0.4 -0.2 -0.1 0.066
H -6.573 2.919 -21.846 0.0 0.0 0.3 0.093
H -5.399 3.801 -22.757 0.5 -0.4 -0.4 0.113
H -5.081 1.309 -21.318 -0.2 0.0 -0.1 0.086
C -7.928 -0.298 -14.243 0.4 0.4 -0.9 -0.075
C -7.750 0.026 -15.769 0.6 -1.6 1.0 -0.323
O -7.314 1.312 -16.069 -1.0 1.0 -0.6 -0.092
H -6.956 -0.421 -13.765 0.0 0.1 0.0 0.051
H -8.471 -1.230 -14.089 -0.1 0.0 -0.2 0.064
H -8.453 0.516 -13.744 -0.1 0.0 0.0 0.069
H -8.659 -0.265 -16.296 -0.2 0.8 -0.1 0.104
H -7.008 -0.652 -16.191 0.2 -0.5 0.2 0.098
H -6.480 1.503 -15.632 0.0 -0.2 0.5 0.023
C 2.789 0.971 -13.598 -0.1 -1.8 -0.8 -0.064
C 1.799 1.847 -14.344 1.6 -0.1 0.2 -0.294
O 1.767 3.063 -13.623 -1.1 0.5 -0.1 -0.108
H 3.102 0.171 -14.269 0.6 0.2 -0.6 0.071
H 2.403 0.294 -12.836 -0.6 0.8 0.6 0.061
H 3.668 1.487 -13.212 -0.2 0.2 -0.2 0.085
H 0.818 1.403 -14.514 -0.2 -0.1 0.4 0.100
H 2.168 2.181 -15.314 0.3 -0.9 -0.4 0.098
H 1.263 3.562 -14.270 -0.2 1.2 0.5 0.048
C -1.152 2.833 -17.760 0.4 1.1 -1.1 -0.051
C -0.025 3.748 -17.162 -0.1 -4.1 0.0 -0.324
O -0.246 5.076 -16.970 0.5 1.1 -0.8 -0.053
H -2.124 2.949 -17.281 0.2 -0.2 0.1 0.046
H -0.850 1.792 -17.880 0.2 -0.2 1.0 0.066
H -1.245 3.039 -18.827 -0.5 0.7 -0.1 0.047
H 0.870 3.481 -17.724 0.2 0.9 -0.6 0.112
H 0.231 3.164 -16.277 -0.1 0.6 1.1 0.081
H -0.618 5.238 -16.099 -0.8 0.0 0.1 0.038
C 1.100 8.122 -16.274 0.0 0.2 -0.1 -0.056
C -0.279 8.594 -15.939 -1.0 0.0 -0.1 -0.289
O -0.184 9.751 -15.146 0.2 1.1 1.1 -0.112
H 1.760 8.233 -15.414 -0.1 -0.1 0.1 0.073
H 1.432 8.858 -17.006 0.6 -0.6 -0.5 0.091
H 1.107 7.071 -16.563 0.1 0.3 -0.5 0.053
H -0.884 7.898 -15.358 0.1 -0.3 -0.1 0.105
H -0.877 8.943 -16.782 0.1 -0.9 -0.6 0.122
H -0.055 10.517 -15.710 0.3 0.1 -0.1 0.121
C -2.380 0.938 -25.387 -0.1 -1.3 -0.3 -0.065
C -2.700 -0.190 -24.334 -1.0 2.0 -0.7 -0.267
O -2.529 0.477 -23.075 1.4 -1.7 0.5 -0.121
H -3.174 1.671 -25.250 0.1 0.2 -0.5 0.056
H -2.266 0.620 -26.424 -1.0 -0.4 -0.2 0.065
H -1.405 1.423 -25.331 0.1 -0.1 1.2 0.067
H -2.331 -1.199 -24.522 1.7 0.4 0.8 0.107
H -3.740 -0.514 -24.315 -0.7 0.7 -0.7 0.095
H -3.041 1.289 -23.084 -0.4 0.0 0.1 0.045
C 7.404 3.292 -21.190 -0.4 -0.1 0.9 -0.068
C 6.975 2.790 -19.746 1.1 2.4 -2.6 -0.322
O 5.638 2.475 -19.916 -1.0 -1.5 0.3 -0.087
H 6.533 3.780 -21.627 -0.1 -0.1 0.1 0.065
H 7.668 2.467 -21.852 0.1 0.0 0.1 0.064
H 8.170 4.067 -21.191 0.3 -0.3 0.2 0.061
H 6.969 3.670 -19.103 0.8 -0.2 0.5 0.103
H 7.649 1.995 -19.427 -0.3 -0.1 0.3 0.103
H 5.403 2.046 -19.090 -0.4 0.1 0.2 0.034
C 3.563 -0.963 -18.693 -0.6 0.7 -1.3 -0.066
C 3.031 0.483 -18.784 2.0 -0.1 0.1 -0.289
O 3.327 1.144 -17.534 -1.6 -0.3 -0.3 -0.099
H 2.704 -1.418 -18.200 0.9 -1.0 0.4 0.072
H 4.575 -1.096 -18.311 -0.4 0.3 0.9 0.071
H 3.703 -1.372 -19.694 -0.6 -0.2 -0.3 0.063
H 1.983 0.380 -19.064 -0.2 0.6 0.8 0.089
H 3.496 1.090 -19.561 0.0 -0.2 -0.3 0.090
H 4.250 1.406 -17.558 0.3 0.2 0.2 0.021
C -6.419 5.293 -14.055 -0.3 0.6 -0.5 -0.056
C -5.592 6.492 -14.542 -0.8 -0.6 0.1 -0.267
O -4.764 6.009 -15.597 1.0 0.3 0.9 -0.113
H -7.175 5.608 -13.335 -0.1 -0.2 0.0 0.080
H -5.804 4.502 -13.628 0.3 0.3 0.2 0.063
H -6.876 4.822 -14.925 -0.5 0.0 0.1 0.073
H -5.136 6.928 -13.654 1.2 -0.2 -0.4 0.102
H -6.109 7.334 -15.003 -0.9 -0.2 0.3 0.108
H -5.385 5.606 -16.208 -0.2 -0.1 -0.7 0.046
C 3.674 5.737 -15.856 -1.6 0.7 0.2 -0.078
C 4.427 5.018 -14.793 -1.4 -0.3 -0.7 -0.338
O 5.722 5.050 -15.250 2.9 -1.1 0.3 -0.073
H 2.637 5.859 -15.542 -0.2 0.1 -0.3 0.058
H 3.701 5.277 -16.844 0.1 -0.3 0.1 0.091
H 4.107 6.733 -15.942 -0.2 0.3 -0.1 0.086
H 4.110 3.976 -14.745 0.1 -0.2 0.1 0.101
H 4.231 5.437 -13.806 0.4 0.3 0.1 0.121
H 5.966 5.915 -15.588 -0.2 0.1 0.1 0.096
C -3.719 0.674 -15.836 1.9 -1.8 -1.3 -0.089
C -3.951 1.716 -14.848 0.6 0.9 -0.5 -0.338
O -5.207 1.563 -14.286 -1.2 -0.4 1.5 -0.076
H -2.694 0.675 -16.206 0.3 1.2 -0.6 0.063
H -4.374 0.660 -16.707 -0.2 -0.2 0.3 0.090
H -3.493 -0.306 -15.414 -1.5 -0.5 0.5 0.086
H -4.008 2.687 -15.340 0.9 0.4 0.0 0.110
H -3.181 1.639 -14.080 0.2 0.5 0.0 0.118
H -5.112 1.924 -13.402 -0.7 0.0 0.2 0.104
C -3.122 9.426 -13.904 -1.3 -0.3 0.2 -0.073
C -3.112 10.911 -13.604 -0.1 -0.4 0.3 -0.327
O -1.886 11.437 -13.970 0.7 1.3 0.1 -0.072
H -2.277 8.836 -13.551 0.3 0.5 0.2 0.056
H -3.214 9.225 -14.972 -0.1 0.0 0.0 0.056
H -3.981 9.019 -13.370 -0.2 -0.3 -0.3 0.071
H -3.343 11.093 -12.555 0.5 -0.1 0.5 0.104
H -3.907 11.482 -14.084 -0.2 -0.3 -0.6 0.110
H -1.352 10.726 -14.332 0.2 -0.2 0.1 0.010
C -4.806 8.967 -17.260 0.9 -0.3 0.4 -0.087
C -3.821 10.042 -17.719 -0.9 -1.4 -0.8 -0.343
O -4.438 11.207 -18.122 -0.8 1.9 0.0 -0.066
H -5.452 8.522 -18.016 -0.1 0.6 -0.3 0.073
H -5.399 9.315 -16.414 0.0 -0.1 0.1 0.075
H -4.167 8.127 -16.988 -0.2 -0.2 0.6 0.060
H -3.361 9.651 -18.626 1.0 -0.4 0.3 0.111
H -3.127 10.292 -16.916 0.1 -0.1 -0.2 0.101
H -4.997 11.020 -18.880 0.0 0.0 0.0 0.087
C -1.931 -1.900 -18.506 1.0 -0.3 1.6 -0.091
C -1.145 -1.540 -19.711 -0.4 -0.3 -1.2 -0.311
O -2.106 -1.690 -20.809 1.2 0.6 0.6 -0.079
H -1.271 -1.884 -17.639 0.2 0.1 0.2 0.054
H -2.307 -2.923 -18.518 -0.4 0.2 -0.4 0.083
H -2.681 -1.144 -18.273 -0.3 -0.3 -0.4 0.071
H -0.234 -2.100 -19.921 -0.3 -1.2 0.1 0.102
H -0.620 -0.594 -19.577 -1.0 1.0 -0.3 0.081
H -1.956 -1.003 -21.463 -0.1 0.3 -0.3 0.034
C 0.010 7.531 -10.945 -0.8 -0.7 0.0 -0.086
C 0.421 8.645 -11.853 0.0 0.1 0.0 -0.296
O 0.905 8.078 -13.082 -0.2 0.0 0.6 -0.080
H -0.893 7.087 -11.364 0.2 -0.5 -0.4 0.059
H -0.373 7.814 -9.965 0.7 0.4 0.2 0.080
H 0.819 6.803 -10.893 -0.2 -0.1 0.2 0.062
H 1.205 9.226 -11.368 0.1 0.3 -0.2 0.111
H -0.461 9.265 -12.010 0.2 0.4 -0.3 0.105
H 0.522 8.569 -13.812 0.1 0.4 0.1 0.013



20
Properties=species:S:1:pos:R:3:forces:R:3:nbo_charge:R:1 method="wB97M-V/def2-TZVPD" mol_weight_g_mol=92.16 homo_energy_ha=-0.544 de_lowest_kcal_mol=43.0 total_charge=+1 fmax_ev_per_a=7.2 lumo_energy_ev=-3.4 e_tot_ha=-290.50667
C -2.184 -0.024 0.390 2.6 -5.9 -3.2 -0.597
C -0.541 -0.222 0.300 -1.3 0.8 0.0 -0.026
C -0.012 -1.625 -0.022 0.5 -0.6 0.0 -0.446
C 0.375 -2.474 1.268 -2.2 -0.7 -1.1 -0.608
N -0.087 0.751 -0.814 1.8 -0.7 -0.7 -0.692
H -2.592 -0.827 1.099 0.6 1.2 -1.2 0.259
H -2.508 -0.295 -0.771 0.3 0.7 3.2 0.205
H -2.501 0.889 0.675 -0.8 3.1 0.8 0.219
H -0.031 0.204 1.171 -0.2 -0.2 0.0 0.219
H -0.797 -2.108 -0.733 1.7 0.4 1.2 0.234
H 1.033 -1.559 -0.484 -1.7 0.2 -0.2 0.224
H 0.453 -3.526 0.929 0.2 0.6 0.3 0.241
H 1.280 -2.163 1.743 0.6 0.4 0.0 0.223
H -0.414 -2.476 2.034 0.1 0.1 -0.3 0.217
H -0.099 1.673 -0.444 -0.9 1.4 0.1 0.438
H 0.937 0.711 -1.054 -0.9 -0.7 0.4 0.446
H -0.565 0.680 -1.727 -0.2 0.1 0.7 0.443
H 2.763 3.992 -1.945 -0.3 1.3 -4.0 0.468
H 2.640 4.610 -0.540 0.5 -1.5 -1.2 0.485
O 2.849 3.788 -1.075 -0.3 0.1 5.2 -0.952



10
Properties=species:S:1:pos:R:3:forces:R:3:nbo_charge:R:1 method="wB97M-V/def2-TZVPD" mol_weight_g_mol=55.05 homo_energy_ha=-0.638 de_lowest_kcal_mol=11.5 total_charge=+1 fmax_ev_per_a=1.8 lumo_energy_ev=-3.6 e_tot_ha=-229.64357
O -0.298 -1.983 0.215 -0.8 -0.1 1.0 -0.975
H 0.156 -2.814 -0.056 -0.7 0.8 0.4 0.540
H -0.921 -2.122 0.983 1.2 -0.5 -1.1 0.522
O 1.033 1.630 0.274 1.5 -0.1 0.3 -0.935
H 0.633 2.406 0.622 -1.1 1.3 0.4 0.505
H 1.934 1.747 0.645 -0.4 -0.9 -0.6 0.535
O -0.872 0.332 -0.623 1.1 1.0 1.0 -0.848
H -0.011 0.763 -0.159 -0.6 -0.3 -0.3 0.539
H -0.861 0.711 -1.526 -0.3 -1.1 0.1 0.555
H -0.794 -0.671 -0.375 0.3 -0.1 -1.2 0.560



Copy entry 3 word for word.
10
Properties=species:S:1:pos:R:3:forces:R:3:nbo_charge:R:1 method="wB97M-V/def2-TZVPD" mol_weight_g_mol=55.05 homo_energy_ha=-0.638 de_lowest_kcal_mol=11.5 total_charge=+1 fmax_ev_per_a=1.8 lumo_energy_ev=-3.6 e_tot_ha=-229.64357
O -0.298 -1.983 0.215 -0.8 -0.1 1.0 -0.975
H 0.156 -2.814 -0.056 -0.7 0.8 0.4 0.540
H -0.921 -2.122 0.983 1.2 -0.5 -1.1 0.522
O 1.033 1.630 0.274 1.5 -0.1 0.3 -0.935
H 0.633 2.406 0.622 -1.1 1.3 0.4 0.505
H 1.934 1.747 0.645 -0.4 -0.9 -0.6 0.535
O -0.872 0.332 -0.623 1.1 1.0 1.0 -0.848
H -0.011 0.763 -0.159 -0.6 -0.3 -0.3 0.539
H -0.861 0.711 -1.526 -0.3 -1.1 0.1 0.555
H -0.794 -0.671 -0.375 0.3 -0.1 -1.2 0.560